1.
DFT (the ωB97M-V functional and the def2-TZVPD basis) results for a 2-piece molecular cluster, C4H10O overall at a distorted geometry.

Geometry (Å):
C 0.9501 -0.1804 -1.1633
C 0.8300 -0.7862 0.0138
C 1.5150 -0.3375 1.2690
H 0.6410 -0.6660 -2.0797
H 1.3483 0.8300 -1.2310
H 0.3386 -1.7600 0.0691
H 2.4601 -0.8908 1.2851
H 1.7453 0.7316 1.2484
H 0.9913 -0.5633 2.2058
C -1.8085 0.2947 -0.7436
O -1.1646 0.2618 0.5343
H -2.7591 0.7909 -0.5846
H -1.9529 -0.6959 -1.2045
H -1.2536 0.8870 -1.4910
H -1.5520 -0.4125 1.1083

The highest occupied orbital energy is -8.5466 eV. As for the multiplicity: 1. The value obtained for the total energy is -6355.6690 eV. The value obtained for the HOMO-LUMO gap is 9.50 eV. As for the energy above the lowest of the compared OMol25 structures with the same formula, charge and spin: 49.2 kcal/mol. As for the SMILES: C=CC.CO.



2.
DFT (the ωB97M-V functional and the def2-TZVPD basis) results for one molecule with the formula C4H10O at a distorted geometry.

Geometry (Å):
C -2.2886 0.7098 0.6962
C -0.7804 0.6753 0.8480
C -0.1218 -0.0700 -0.3088
C 1.3528 -0.2572 -0.1217
O 1.8551 -1.1613 -1.1267
H -2.6296 1.0715 -0.2750
H -2.8316 1.2158 1.4884
H -2.6509 -0.3217 0.7386
H -0.3387 1.6746 0.8259
H -0.5010 0.2200 1.7953
H -0.6122 -0.9921 -0.6484
H -0.2720 0.5362 -1.1885
H 1.6131 -0.7265 0.8234
H 1.9204 0.6766 -0.1409
H 2.6155 -0.8169 -1.5937

The highest occupied orbital energy is -10.2093 eV. As for the multiplicity: 1. The value obtained for the total energy is -6357.2628 eV. The value obtained for the HOMO-LUMO gap is 11.24 eV. As for the energy above the lowest of the compared OMol25 structures with the same formula, charge and spin: 12.5 kcal/mol. As for the SMILES: CCCCO.



3.
DFT (the ωB97M-V functional and the def2-TZVPD basis) results for a 2-piece molecular cluster, C4H10O overall.

Geometry (Å):
C -1.6916 1.3165 -0.2876
C -0.4270 0.6784 -0.4711
O -0.3666 -0.6293 -0.6370
C 0.8929 -1.2579 -0.3510
C 1.0719 -1.4580 1.1403
H -1.0636 2.4552 -0.2423
H -2.3562 0.7481 0.3753
H -2.2445 1.6730 -1.1629
H -0.2492 2.6626 -0.9537
H 0.5179 1.1911 -0.2967
H 1.6957 -0.6440 -0.7774
H 0.8638 -2.2095 -0.8864
H 2.0108 -1.9825 1.3422
H 0.2471 -2.0492 1.5484
H 1.0985 -0.4945 1.6598

The highest occupied orbital energy is -7.4519 eV. As for the multiplicity: 1. The value obtained for the total energy is -6352.3833 eV. The value obtained for the HOMO-LUMO gap is 7.99 eV. As for the energy above the lowest of the compared OMol25 structures with the same formula, charge and spin: 125.0 kcal/mol.



4.
DFT (the ωB97M-V functional and the def2-TZVPD basis) results for one molecule with the formula C4H10O.

Geometry (Å):
C 1.7277 1.5304 -0.3068
C 0.6306 0.6124 -0.8175
C -0.1746 -0.0230 0.3043
O -0.8422 -1.1112 -0.2818
C -1.7873 -1.7634 0.5152
H 2.3819 0.9872 0.3846
H 2.3396 1.9124 -1.1295
H 1.3037 2.3868 0.2289
H 1.0511 -0.2006 -1.4202
H -0.0617 1.1579 -1.4696
H -0.8853 0.7133 0.7221
H 0.4719 -0.3477 1.1416
H -2.3189 -2.4436 -0.1550
H -1.3290 -2.3526 1.3259
H -2.5074 -1.0582 0.9576

The highest occupied orbital energy is -9.7991 eV. As for the multiplicity: 1. The value obtained for the total energy is -6357.0699 eV. The value obtained for the HOMO-LUMO gap is 10.96 eV. As for the energy above the lowest of the compared OMol25 structures with the same formula, charge and spin: 16.9 kcal/mol. As for the SMILES: CCCOC.



5.
DFT (the ωB97M-V functional and the def2-TZVPD basis) results for one molecule with the formula C4H10O at a distorted geometry.

Geometry (Å):
C 1.9635 -0.1551 -0.0559
O 0.7614 -0.7914 -0.3126
C -0.2703 -0.1998 0.2802
C -1.3934 -1.1051 -0.0919
C -0.5964 1.3082 -0.2035
H 2.0767 0.7386 -0.7780
H 2.8080 -1.0852 -0.1036
H 1.8713 0.1114 1.0780
H -0.0991 -0.0164 1.4160
H -2.3169 -0.6627 0.3210
H -1.1489 -2.0586 0.2596
H -1.5473 -1.1480 -1.1995
H 0.3444 1.9097 -0.2267
H -1.2846 1.3447 -1.1525
H -1.1686 1.8098 0.7696

The highest occupied orbital energy is -9.6422 eV. As for the multiplicity: 1. The value obtained for the total energy is -6355.5006 eV. The value obtained for the HOMO-LUMO gap is 10.73 eV. As for the energy above the lowest of the compared OMol25 structures with the same formula, charge and spin: 53.1 kcal/mol. As for the SMILES: COC(C)C.



6.
DFT (the ωB97M-V functional and the def2-TZVPD basis) results for a 2-piece molecular cluster, C4H10O overall at a distorted geometry.

Geometry (Å):
C -1.3650 -3.6798 2.7460
C -2.5495 -4.5016 2.4396
O -2.6948 -5.6432 2.4477
H -1.0495 -3.4050 1.5723
H -0.5557 -4.2975 3.1467
H -1.4869 -2.9344 3.6176
H -3.3707 -3.9194 2.0461
C 1.1256 3.0833 -1.8736
C 2.0314 4.1080 -2.6514
H 0.8950 3.2560 -0.7756
H 1.9169 2.2414 -1.7790
H 0.1824 2.7416 -2.3230
H 3.0638 3.6954 -2.7643
H 1.8492 4.1191 -3.7406
H 2.0078 5.1362 -2.1085

The highest occupied orbital energy is -9.7885 eV. As for the multiplicity: 1. The value obtained for the total energy is -6355.4213 eV. The value obtained for the HOMO-LUMO gap is 10.74 eV. As for the energy above the lowest of the compared OMol25 structures with the same formula, charge and spin: 54.9 kcal/mol. As for the SMILES: CC=O.CC.



7.
DFT (the ωB97M-V functional and the def2-TZVPD basis) results for a 2-piece molecular cluster, C4H10O overall at a distorted geometry.

Geometry (Å):
C -0.2143 -0.4973 -1.8440
C -0.2511 0.1918 -0.4734
C -1.6246 0.1026 0.1020
C -1.8686 -0.2468 1.3945
H -0.8513 0.0282 -2.5507
H 0.7989 -0.5742 -2.2267
H -0.6072 -1.5088 -1.7791
H 0.0026 1.2579 -0.5947
H 0.4901 -0.1860 0.2332
H -2.3500 0.2405 -0.6986
H -2.7815 -0.1017 1.9698
H -1.1389 -0.7070 2.0628
H 2.7439 0.9466 0.1806
H 3.2691 -0.4044 0.5292
O 3.0025 0.4270 0.9599

The highest occupied orbital energy (alpha / beta) is -14.8870 / -14.8839 eV. As for the multiplicity: 2. The value obtained for the total energy is -6347.2585 eV. As for the net charge: +1. The value obtained for the HOMO-LUMO gap (alpha / beta) is 9.51 / 5.67 eV. As for the energy above the lowest of the compared OMol25 structures with the same formula, charge and spin: 24.6 kcal/mol. As for the expectation value of S²: 0.753.



8.
DFT (the ωB97M-V functional and the def2-TZVPD basis) results for a 2-piece molecular cluster, C4H10O2 overall at a distorted geometry.

Geometry (Å):
C 0.4330 -1.7280 -0.2856
C -0.3783 -0.6921 0.5495
C -1.7827 -0.4496 0.0149
C 0.3378 0.5871 0.6538
O 0.4209 1.3117 1.6134
H -0.2414 -2.3596 -0.9017
H 0.9692 -2.4479 0.3512
H 1.2184 -1.3464 -0.9255
H -0.4882 -1.2269 1.5041
H -2.2014 -1.3562 0.5157
H -1.8659 -0.6882 -1.0459
H -2.2903 0.4908 0.2035
H 0.7456 0.9395 -0.3300
O 2.1745 3.0737 -0.5283
H 1.5718 3.0891 -1.3434
H 1.3772 2.8030 -0.0456

The highest occupied orbital energy is -10.0641 eV. As for the multiplicity: 1. The value obtained for the total energy is -8403.8605 eV. The value obtained for the HOMO-LUMO gap is 10.78 eV. As for the energy above the lowest of the compared OMol25 structures with the same formula, charge and spin: 38.9 kcal/mol. As for the SMILES: CC(C)C=O.O.